[1]
73
Properties=species:S:1:pos:R:3:mulliken_charge:R:1 method="wB97M-V/def2-TZVPD" homo_energy_ev=-7.768 total_charge=0 fmax_ev_per_a=2.47 energy_ha=-3117.9868
Ba -0.560 -1.859 -0.196 1.86
O 3.701 -3.166 -0.629 -0.75
C 4.274 -2.849 0.556 0.47
C 5.670 -2.830 0.601 -0.78
C 6.321 -2.520 1.777 -0.27
C 5.594 -2.218 2.929 -0.78
C 4.216 -2.233 2.874 -0.43
C 3.529 -2.546 1.697 0.09
C 2.042 -2.528 1.657 0.93
O 1.471 -2.764 0.509 -1.10
N 1.407 -2.234 2.754 -0.50
N 0.004 -2.132 2.552 0.03
C -0.623 -2.059 3.656 0.03
S 0.113 -2.052 5.245 -0.04
C -1.459 -2.085 6.136 -0.57
C -2.496 -1.323 5.325 -0.63
S -2.391 -1.948 3.637 -0.12
H 2.735 -3.137 -0.461 0.32
H 6.210 -3.068 -0.305 0.43
H 7.404 -2.512 1.800 0.38
H 6.103 -1.975 3.852 0.40
H 3.624 -2.000 3.749 0.48
H -1.296 -1.623 7.110 0.37
H -1.783 -3.115 6.285 0.29
H -2.299 -0.252 5.346 0.30
H -3.505 -1.507 5.690 0.37
C -3.211 -2.903 -2.662 -0.99
Si -3.816 -1.661 -1.387 0.18
C -5.057 -0.528 -2.182 -1.09
C -4.657 -2.617 -0.012 -0.93
O -2.501 -0.885 -0.783 -0.86
H -4.059 -3.383 -3.160 0.35
H -2.613 -3.716 -2.233 0.32
H -2.611 -2.422 -3.440 0.28
H -5.828 -1.082 -2.723 0.40
H -4.557 0.131 -2.898 0.26
H -5.553 0.099 -1.438 0.29
H -5.618 -3.036 -0.326 0.33
H -4.839 -1.968 0.847 0.23
H -4.050 -3.460 0.335 0.28
C -1.676 3.963 -3.160 -1.07
Si -1.916 3.502 -1.373 0.07
C -3.727 3.246 -1.027 -0.77
C -1.226 4.868 -0.308 -1.03
C -1.052 1.905 -0.874 -0.51
Te -0.618 0.447 -2.370 -0.18
C 1.153 1.420 -3.101 -0.79
Si 2.543 1.656 -1.841 -0.07
C 4.178 1.421 -2.702 -1.13
C 2.434 0.415 -0.446 -0.48
C 2.484 3.384 -1.126 -1.02
H -2.340 4.800 -3.394 0.38
H -1.914 3.143 -3.839 0.37
H -0.653 4.285 -3.368 0.30
H -4.314 4.106 -1.358 0.36
H -3.908 3.107 0.041 0.31
H -4.102 2.362 -1.547 0.06
H -1.751 5.810 -0.490 0.35
H -0.167 5.032 -0.518 0.29
H -1.324 4.638 0.755 0.31
H -1.703 1.362 -0.184 0.54
H -0.114 2.118 -0.357 0.24
H 0.890 2.368 -3.573 0.40
H 1.497 0.772 -3.913 0.46
H 4.271 0.400 -3.083 0.31
H 5.013 1.601 -2.021 0.33
H 4.280 2.107 -3.547 0.31
H 2.449 -0.614 -0.813 -0.06
H 1.540 0.569 0.165 0.38
H 3.292 0.514 0.226 0.42
H 2.220 4.117 -1.894 0.33
H 3.462 3.661 -0.728 0.42
H 1.763 3.485 -0.313 0.32

[2]
29
Properties=species:S:1:pos:R:3:nbo_charge:R:1 method="wB97M-V/def2-TZVPD" homo_energy_ev=-8.638 total_charge=0 fmax_ev_per_a=4.33 energy_ha=-592.3658
C 0.245 2.446 -1.002 -0.58
C 0.131 0.888 -0.951 -0.32
C 1.397 0.346 -0.308 0.47
N 1.839 1.044 0.697 -0.50
C 3.052 0.239 1.079 -0.26
C 2.776 -1.177 0.628 -0.24
N 1.899 -0.950 -0.545 -0.44
C 1.045 -1.970 -0.918 -0.40
C -1.066 0.439 -0.233 -0.03
C -1.463 0.674 1.097 -0.18
C -2.600 0.082 1.567 -0.25
C -3.394 -0.657 0.730 0.02
N -3.123 -0.851 -0.588 -0.42
C -2.022 -0.316 -1.070 0.05
H 0.285 2.961 0.009 0.24
H -0.552 2.819 -1.676 0.21
H 1.242 2.565 -1.593 0.21
H 0.142 0.628 -1.997 0.22
H 3.989 0.685 0.669 0.20
H 3.228 0.183 2.235 0.20
H 3.686 -1.638 0.314 0.21
H 2.185 -1.800 1.333 0.18
H 1.643 -2.812 -1.163 0.20
H 0.370 -2.304 -0.154 0.18
H 0.549 -1.654 -1.853 0.21
H -0.702 1.104 1.695 0.23
H -2.831 0.047 2.593 0.22
H -4.306 -0.996 1.134 0.19
H -1.835 -0.462 -2.193 0.19